(1)
C16H51N22O10 | the ωB97M-V functional and the def2-TZVPD basis

Last column: Mulliken charge in e.
Element x y z (Å)
1 C -0.28 2.19 -0.40  -0.806
2 N -0.41 1.37 -1.64  0.155
3 C 0.36 1.87 -2.74  -0.501
4 N 1.78 2.11 -2.75  -0.126
5 C 2.17 3.42 -2.17  -0.836
6 C 1.47 4.67 -2.84  0.144
7 O 1.03 4.72 -3.99  -0.479
8 N -0.30 2.09 -3.87  0.526
9 C -1.76 1.84 -4.05  -0.705
10 C -2.70 2.92 -3.39  0.770
11 C -3.22 2.82 -1.89  -1.047
12 N -3.04 3.94 -4.12  -0.685
13 H -0.01 3.28 -0.59  0.335
14 H 0.57 1.78 0.25  0.328
15 H -1.21 2.16 0.25  0.095
16 H -0.25 0.38 -1.46  0.335
17 H 2.21 1.94 -3.67  0.384
18 H 2.04 3.49 -1.05  0.255
19 H 3.29 3.54 -2.37  0.522
20 H 1.42 5.63 -2.20  0.434
21 H 0.24 2.42 -4.68  0.002
22 H -1.95 1.88 -5.17  0.382
23 H -2.02 0.79 -3.73  0.305
24 H -4.28 3.20 -1.78  0.490
25 H -2.55 3.48 -1.26  0.205
26 H -3.07 1.76 -1.54  0.170
27 H -3.67 4.51 -3.53  0.288
28 C -2.65 2.11 3.13  0.639
29 O -3.09 1.68 2.06  -0.660
30 N -2.25 3.40 3.29  -0.392
31 N -2.54 1.34 4.23  -0.122
32 H -1.90 3.77 4.16  0.161
33 H -2.32 4.01 2.49  0.234
34 H -2.83 0.38 4.15  0.110
35 H -2.20 1.67 5.12  0.111
36 C 3.74 -1.21 -1.25  0.609
37 O 4.58 -0.36 -0.95  -0.747
38 N 2.53 -0.88 -1.80  -0.258
39 N 3.93 -2.53 -1.07  -0.302
40 H 1.83 -1.56 -2.05  0.157
41 H 2.35 0.10 -1.95  0.249
42 H 4.81 -2.82 -0.66  0.179
43 H 3.25 -3.24 -1.31  0.289
44 C 2.97 7.28 -0.22  0.695
45 O 1.94 6.61 -0.24  -0.659
46 N 3.30 8.15 -1.21  -0.378
47 N 3.86 7.21 0.79  -0.401
48 H 4.14 8.70 -1.22  0.170
49 H 2.66 8.23 -1.99  0.219
50 H 3.65 6.58 1.55  0.224
51 H 4.71 7.75 0.83  0.165
52 C -3.58 -2.46 2.83  0.711
53 O -3.21 -2.24 3.98  -0.691
54 N -4.19 -3.62 2.48  -0.318
55 N -3.40 -1.58 1.81  -0.246
56 H -4.49 -3.83 1.54  0.126
57 H -4.33 -4.30 3.20  0.176
58 H -2.96 -0.70 2.03  0.098
59 H -3.70 -1.75 0.87  0.157
60 C 5.22 -3.85 2.32  0.656
61 O 4.79 -4.27 1.26  -0.602
62 N 5.64 -2.57 2.48  -0.342
63 N 5.31 -4.62 3.43  -0.432
64 H 5.99 -2.20 3.34  0.172
65 H 5.58 -1.96 1.68  0.187
66 H 5.01 -5.58 3.35  0.220
67 H 5.66 -4.30 4.31  0.153
68 C -3.61 0.37 7.40  0.685
69 O -2.69 1.12 7.11  -0.708
70 N -4.20 0.37 8.63  -0.407
71 N -4.13 -0.53 6.53  -0.238
72 H -4.96 -0.23 8.89  0.158
73 H -3.84 1.02 9.30  0.233
74 H -3.73 -0.56 5.61  0.060
75 H -4.89 -1.15 6.75  0.173
76 C 1.31 -5.54 -1.42  0.545
77 O 2.25 -4.81 -1.69  -0.713
78 N 0.70 -5.54 -0.21  -0.269
79 N 0.79 -6.43 -2.32  -0.410
80 H -0.08 -6.13 0.03  0.150
81 H 1.05 -4.90 0.48  0.210
82 H 1.22 -6.46 -3.23  0.220
83 H 0.02 -7.04 -2.12  0.149
84 C -3.97 -7.44 2.01  0.624
85 O -4.63 -6.42 2.11  -0.626
86 N -2.61 -7.43 1.99  -0.348
87 N -4.53 -8.67 1.92  -0.415
88 H -2.04 -8.25 1.92  0.175
89 H -2.16 -6.53 2.06  0.196
90 H -5.53 -8.72 1.94  0.224
91 H -4.00 -9.52 1.85  0.158
92 C 2.40 1.99 -7.35  0.556
93 O 1.98 1.19 -8.16  -0.627
94 N 1.58 2.73 -6.55  -0.362
95 N 3.73 2.20 -7.16  -0.356
96 H 1.91 3.40 -5.87  0.158
97 H 0.59 2.60 -6.67  0.160
98 H 4.37 1.67 -7.73  0.226
99 H 4.10 2.85 -6.49  0.167

Total charge: +1
HOMO, eV: -10.9
LUMO, eV: -3.5

***

(2)
C16H52O10 | the ωB97M-V functional and the def2-TZVPD basis

Last column: Mulliken charge in e.
Element x y z (Å)
1 C -0.91 2.94 -0.54  -0.457
2 C -1.74 4.02 -1.22  -0.646
3 O -1.29 4.08 -2.54  -0.534
4 H -1.29 2.74 0.40  0.622
5 H 0.15 3.18 -0.44  0.365
6 H -0.92 1.92 -0.97  -0.259
7 H -1.63 4.98 -0.74  0.367
8 H -2.78 3.64 -1.23  0.273
9 H -1.68 3.27 -2.91  0.304
10 C -3.50 0.74 0.22  -0.187
11 C -4.41 1.81 0.81  -0.955
12 O -5.53 2.08 -0.02  -0.567
13 H -2.67 0.53 0.89  0.038
14 H -3.09 1.11 -0.64  0.041
15 H -4.03 -0.16 0.02  0.531
16 H -3.90 2.72 0.90  0.351
17 H -4.71 1.70 1.82  0.455
18 H -5.99 2.88 0.26  0.311
19 C -2.71 -2.91 0.72  -0.689
20 C -2.75 -2.33 2.08  -0.348
21 O -1.67 -1.44 2.22  -0.343
22 H -1.68 -3.26 0.41  0.064
23 H -3.03 -2.16 0.01  -0.007
24 H -3.47 -3.74 0.62  0.376
25 H -2.70 -3.03 2.92  0.459
26 H -3.63 -1.73 2.22  0.298
27 H -1.53 -1.20 3.14  0.227
28 C 1.18 1.88 -3.04  -0.403
29 C 1.82 0.51 -3.44  0.039
30 O 1.37 0.25 -4.74  -0.580
31 H 1.72 2.21 -2.16  0.178
32 H 0.09 1.83 -2.92  -0.285
33 H 1.27 2.64 -3.85  0.456
34 H 1.57 -0.35 -2.83  0.059
35 H 2.91 0.52 -3.46  0.385
36 H 1.60 -0.69 -4.93  0.329
37 C 1.52 0.41 3.21  0.125
38 C 2.02 0.65 4.59  -0.877
39 O 0.98 0.47 5.53  -0.551
40 H 2.36 0.40 2.55  -0.041
41 H 0.80 1.13 2.86  0.302
42 H 0.98 -0.58 3.21  -0.047
43 H 2.46 1.63 4.75  0.349
44 H 2.89 0.04 4.74  0.400
45 H 0.46 1.27 5.63  0.324
46 C 3.62 2.30 0.88  -1.470
47 C 3.56 1.02 0.06  1.039
48 O 4.76 0.64 -0.52  -0.587
49 H 3.92 3.23 0.37  0.399
50 H 4.35 2.26 1.64  0.437
51 H 2.69 2.42 1.39  0.298
52 H 2.81 1.24 -0.70  -0.525
53 H 3.31 0.16 0.66  -0.007
54 H 5.13 1.39 -0.98  0.360
55 C 0.96 -3.73 -1.53  -0.555
56 O 0.04 -2.80 -2.03  -0.530
57 H 1.49 -3.24 -0.75  -0.003
58 H 1.57 -4.13 -2.31  0.420
59 H 0.53 -4.58 -0.98  0.302
60 H -0.12 -2.12 -1.38  0.209
61 C 3.47 -4.21 0.96  -0.878
62 O 2.91 -2.95 1.15  -0.403
63 H 3.93 -4.59 1.88  0.332
64 H 4.05 -4.43 0.09  0.324
65 H 2.63 -4.87 0.91  0.334
66 H 2.21 -2.99 1.85  0.224
67 C -2.59 -0.88 -2.95  -0.748
68 O -1.45 -0.15 -2.49  -0.400
69 H -2.28 -1.91 -3.09  0.259
70 H -2.93 -0.56 -3.91  0.302
71 H -3.48 -0.83 -2.26  0.205
72 H -1.15 -0.52 -1.68  0.141
73 C 0.46 -0.09 0.17  0.103
74 O -0.63 -0.87 -0.13  0.867
75 H 1.25 -0.69 0.72  0.135
76 H 0.16 0.76 0.78  -0.108
77 H 0.86 0.40 -0.68  -0.321
78 H -1.02 -1.25 0.75  -0.407

SMILES: CCO.CCO.CCO.CCO.CCO.CCO.CO.CO.CO.CO
Energy above the lowest of the compared OMol25 structures with the same formula, charge and spin, kJ/mol: 554.4
HOMO, eV: -9.4
LUMO, eV: 0.0

***

(3)
C16H53N4O7 | the ωB97M-V functional and the def2-TZVPD basis

Last column: Mulliken charge in e.
Element x y z (Å)
1 N -0.39 -1.68 -0.98  0.157
2 H -0.48 -2.53 -0.37  0.322
3 H -0.72 -1.79 -1.97  0.168
4 H 0.66 -1.54 -1.04  0.327
5 H -0.84 -0.91 -0.57  -0.161
6 C -0.07 -0.42 3.00  -1.168
7 C 1.27 -0.08 2.32  0.506
8 C 2.51 -0.07 3.29  -1.232
9 O 2.20 1.06 4.10  -0.298
10 C 3.35 1.35 4.98  -0.710
11 N 1.51 -1.13 1.29  -0.019
12 H 0.01 -1.54 3.52  0.137
13 H -0.99 -0.30 2.53  0.222
14 H -0.33 0.19 3.90  0.400
15 H 1.22 0.80 1.70  0.233
16 H 3.34 0.13 2.72  0.561
17 H 2.36 -0.96 3.84  0.593
18 H 4.20 1.70 4.40  0.247
19 H 3.56 0.30 5.35  0.322
20 H 2.89 2.14 5.69  0.224
21 H 2.45 -1.34 1.63  0.330
22 H 1.20 -1.97 1.75  -0.355
23 C 1.01 2.24 -2.73  -1.408
24 C 2.63 1.97 -2.62  0.365
25 C 3.12 1.42 -1.38  -0.558
26 O 2.88 2.54 -0.39  -0.227
27 C 3.85 2.74 0.59  -1.101
28 N 2.84 0.91 -3.59  -0.664
29 H 0.70 2.57 -3.72  0.606
30 H 0.59 3.04 -2.09  0.559
31 H 0.33 1.52 -2.54  -0.074
32 H 3.12 2.95 -3.00  0.301
33 H 4.21 1.07 -1.41  0.388
34 H 2.61 0.61 -1.16  0.113
35 H 4.89 2.94 0.29  0.401
36 H 4.02 2.04 1.20  0.436
37 H 3.40 3.46 1.35  0.328
38 H 3.80 1.14 -3.97  0.292
39 H 2.25 1.10 -4.50  0.282
40 C -3.70 0.51 -0.07  -1.153
41 C -2.93 1.75 0.28  0.071
42 C -2.98 2.00 1.77  -0.798
43 O -4.21 2.43 2.16  -0.422
44 C -4.53 2.23 3.44  -1.240
45 N -1.60 1.60 -0.18  -0.222
46 H -4.07 0.29 -1.19  0.148
47 H -4.57 0.28 0.60  0.389
48 H -3.12 -0.26 0.23  0.267
49 H -3.42 2.51 -0.13  0.659
50 H -2.12 2.67 2.00  0.491
51 H -2.83 1.02 2.24  0.308
52 H -3.76 2.63 4.00  0.465
53 H -4.63 1.29 3.82  0.465
54 H -5.34 2.58 3.82  0.489
55 H -1.07 1.97 0.66  -0.014
56 H -1.41 2.05 -1.08  0.128
57 C -1.63 0.17 -4.25  -0.406
58 O -2.40 -0.64 -3.34  -0.271
59 H -0.52 0.54 -4.09  -0.268
60 H -2.23 1.36 -4.40  0.264
61 H -1.43 -0.26 -5.22  0.499
62 H -3.21 -0.69 -3.83  0.251
63 C 1.36 -4.12 2.38  -0.707
64 O 0.09 -3.76 2.05  -0.307
65 H 2.19 -3.85 1.68  0.266
66 H 1.36 -5.24 2.55  0.379
67 H 1.51 -3.67 3.40  0.209
68 H -0.36 -4.31 1.75  0.161
69 C -3.62 -3.23 -1.51  -0.653
70 O -2.95 -3.17 -0.29  -0.392
71 H -4.01 -2.24 -1.76  0.121
72 H -4.30 -4.08 -1.41  0.422
73 H -2.96 -3.29 -2.28  0.254
74 H -3.53 -3.54 0.32  0.277
75 C 1.08 -1.78 -4.55  -0.586
76 O 1.63 -1.44 -3.29  -0.535
77 H 0.85 -0.81 -5.02  0.145
78 H 0.18 -2.35 -4.45  0.242
79 H 1.99 -2.21 -5.01  0.289
80 H 2.08 -0.55 -3.24  0.469

Total charge: +1
Energy above the lowest of the compared OMol25 structures with the same formula, charge and spin, kJ/mol: 60.6
HOMO, eV: -11.9
LUMO, eV: -2.0

***

(4)
C16H56BN21O13P | the ωB97M-V functional and the def2-TZVPD basis

Last column: Mulliken charge in e.
Element x y z (Å)
1 C 4.38 -1.98 -0.76  -1.429
2 C 4.53 -0.46 -1.00  0.174
3 C 3.70 0.42 -0.04  -0.505
4 N 2.61 1.15 -0.69  -0.324
5 C 1.54 0.29 -1.13  -0.109
6 C 1.67 -0.37 -2.56  -0.160
7 O 0.38 -0.83 -2.75  -0.640
8 B -0.58 0.13 -2.07  1.077
9 P -1.61 -1.08 -0.93  -0.193
10 C -3.26 -0.33 -0.55  0.173
11 O -2.01 -2.41 -1.94  -0.421
12 O 0.35 1.01 -1.32  -0.968
13 H 4.16 -2.22 0.28  0.307
14 H 3.65 -2.46 -1.42  0.274
15 H 5.35 -2.44 -0.98  0.393
16 H 4.33 -0.23 -2.04  -0.031
17 H 5.59 -0.23 -0.82  0.327
18 H 3.38 -0.16 0.85  0.399
19 H 4.39 1.18 0.34  0.325
20 H 2.26 1.82 -0.02  0.211
21 H 1.30 -0.58 -0.49  0.132
22 H 1.98 0.42 -3.27  0.100
23 H 2.38 -1.20 -2.54  0.012
24 H -1.16 0.66 -3.00  -0.362
25 H -3.67 -0.84 0.34  -0.482
26 H -4.00 -0.45 -1.35  0.369
27 H -3.18 0.73 -0.29  -0.102
28 H -2.90 -2.65 -1.70  0.229
29 C 7.06 0.76 2.39  0.759
30 O 6.54 -0.28 2.76  -0.639
31 N 6.69 1.98 2.90  -0.419
32 N 8.04 0.79 1.44  -0.348
33 H 7.10 2.84 2.61  0.148
34 H 5.97 1.98 3.59  0.214
35 H 8.33 -0.08 1.05  0.178
36 H 8.48 1.64 1.12  0.127
37 C -1.89 3.46 0.57  0.657
38 O -2.50 2.48 1.01  -0.699
39 N -2.12 4.72 1.06  -0.342
40 N -0.96 3.38 -0.42  -0.246
41 H -1.65 5.54 0.73  0.124
42 H -2.80 4.82 1.79  0.148
43 H -0.74 2.47 -0.84  0.270
44 H -0.48 4.18 -0.76  0.175
45 C 7.62 0.73 -3.54  0.755
46 O 7.94 1.16 -2.43  -0.674
47 N 8.55 0.38 -4.47  -0.407
48 N 6.32 0.59 -3.92  -0.347
49 H 8.32 0.04 -5.39  0.145
50 H 9.52 0.48 -4.22  0.241
51 H 5.61 0.84 -3.26  0.220
52 H 6.04 0.25 -4.83  0.142
53 C -6.21 0.72 1.22  0.229
54 O -5.93 0.24 0.14  -0.570
55 N -5.28 1.36 1.99  -0.159
56 N -7.48 0.65 1.75  -0.325
57 H -5.48 1.77 2.88  0.181
58 H -4.34 1.43 1.62  0.193
59 H -8.18 0.19 1.20  0.213
60 H -7.73 1.03 2.64  0.199
61 C 11.24 3.75 -2.63  0.653
62 O 11.66 3.35 -3.71  -0.657
63 N 12.01 4.46 -1.76  -0.385
64 N 9.97 3.50 -2.21  -0.265
65 H 11.69 4.79 -0.87  0.157
66 H 12.96 4.66 -2.04  0.217
67 H 9.37 2.97 -2.82  0.119
68 H 9.60 3.81 -1.33  0.134
69 C -6.85 -2.88 -2.21  0.613
70 O -6.54 -2.14 -3.13  -0.631
71 N -7.27 -4.17 -2.42  -0.389
72 N -6.82 -2.49 -0.90  -0.211
73 H -7.53 -4.80 -1.68  0.154
74 H -7.30 -4.49 -3.37  0.226
75 H -6.51 -1.54 -0.70  0.204
76 H -7.08 -3.08 -0.14  0.150
77 C -4.77 7.18 1.60  0.655
78 O -3.66 7.06 2.07  -0.653
79 N -5.84 7.59 2.35  -0.405
80 N -5.04 6.92 0.29  -0.359
81 H -6.77 7.70 1.98  0.155
82 H -5.67 7.79 3.31  0.219
83 H -4.28 6.60 -0.28  0.229
84 H -5.95 7.01 -0.12  0.159
85 C -6.06 -2.99 3.60  0.519
86 O -6.43 -3.93 4.31  -0.706
87 N -6.72 -1.80 3.56  -0.304
88 N -4.96 -3.06 2.81  -0.256
89 H -6.43 -1.03 2.98  0.260
90 H -7.54 -1.70 4.12  0.173
91 H -4.45 -3.92 2.82  0.183
92 H -4.63 -2.31 2.23  0.159
93 C -2.84 -4.52 6.70  0.564
94 O -1.70 -4.69 7.11  -0.655
95 N -3.86 -4.09 7.51  -0.349
96 N -3.20 -4.73 5.41  -0.323
97 H -4.80 -3.95 7.19  0.184
98 H -3.64 -3.92 8.47  0.200
99 H -2.48 -5.04 4.78  0.169
100 H -4.13 -4.60 5.06  0.177
101 C -0.57 -6.27 -3.68  0.550
102 O 0.03 -7.29 -3.99  -0.697
103 N -1.87 -6.05 -4.04  -0.317
104 N 0.00 -5.26 -2.97  -0.273
105 H -2.38 -5.22 -3.80  0.183
106 H -2.32 -6.77 -4.57  0.192
107 H 0.95 -5.37 -2.69  0.151
108 H -0.49 -4.41 -2.71  0.212

Total charge: -1
HOMO, eV: -3.3
LUMO, eV: 1.6

***

(5)
C16H58N6O13 | the ωB97M-V functional and the def2-TZVPD basis

Last column: Mulliken charge in e.
Element x y z (Å)
1 C -0.01 3.32 -4.30  -1.366
2 C -0.65 2.71 -3.07  -0.330
3 O 0.19 1.61 -2.82  -0.240
4 H 0.96 3.75 -4.13  0.177
5 H -0.67 4.10 -4.71  0.459
6 H 0.08 2.51 -5.03  0.294
7 H -1.63 2.41 -3.25  0.656
8 H -0.70 3.53 -2.41  0.191
9 H 0.85 1.98 -2.19  0.084
10 C -0.23 -0.90 0.02  1.486
11 C 0.79 -1.48 0.91  -0.400
12 O 0.63 -0.92 2.19  -0.555
13 H -1.24 -1.05 0.26  0.106
14 H -0.18 -1.44 -0.95  -0.330
15 H -0.08 0.20 -0.19  -0.989
16 H 1.73 -1.34 0.54  0.552
17 H 0.67 -2.58 1.10  -0.105
18 H -0.17 -1.32 2.51  0.085
19 C 2.69 0.46 -1.51  -0.411
20 C 3.62 1.68 -1.77  -0.367
21 O 2.83 2.63 -2.52  -0.484
22 H 1.82 0.65 -0.93  -0.598
23 H 3.31 -0.27 -0.97  0.562
24 H 2.23 0.00 -2.33  0.680
25 H 4.50 1.60 -2.42  0.308
26 H 3.80 2.28 -0.85  0.104
27 H 2.90 3.44 -1.99  0.296
28 C 1.44 4.33 -0.61  0.386
29 O 0.86 5.14 -1.53  -0.752
30 N 0.75 3.32 -0.15  0.131
31 N 2.64 4.53 -0.16  -0.328
32 H -0.23 3.27 -0.47  0.058
33 H 1.24 2.71 0.50  0.318
34 H 3.27 5.37 -0.42  0.237
35 H 3.14 3.92 0.50  0.294
36 C 3.16 1.64 1.90  0.141
37 O 4.00 0.52 1.83  -0.745
38 N 1.82 1.46 1.88  -0.418
39 N 3.53 2.86 2.06  -0.363
40 H 1.62 0.48 2.10  0.046
41 H 1.09 2.16 2.24  0.425
42 H 4.52 2.90 2.11  0.240
43 H 3.02 3.77 2.18  0.348
44 C -1.87 -3.26 -3.28  0.469
45 O -1.51 -1.95 -2.92  -0.490
46 N -1.97 -3.57 -4.54  -0.408
47 N -2.19 -4.18 -2.36  -0.222
48 H -1.33 -3.04 -5.12  0.261
49 H -2.38 -4.39 -4.99  0.167
50 H -2.08 -4.01 -1.32  0.270
51 H -2.71 -5.05 -2.58  0.186
52 C 1.51 0.63 5.11  -0.012
53 O 0.50 1.48 5.68  -0.544
54 H 1.05 -0.11 4.46  -0.175
55 H 1.92 0.14 5.96  0.404
56 H 2.18 1.34 4.62  0.102
57 H 0.99 2.28 6.03  0.303
58 C -1.07 -4.83 0.65  -0.837
59 O -1.96 -3.81 0.60  -0.598
60 H -1.31 -5.64 -0.10  0.327
61 H -1.01 -5.27 1.59  0.408
62 H -0.07 -4.52 0.35  0.268
63 H -1.78 -3.27 1.39  0.249
64 C -2.82 1.53 -0.61  0.001
65 O -3.63 2.45 -1.18  -0.586
66 H -2.65 0.75 -1.37  0.077
67 H -3.34 1.03 0.21  0.474
68 H -1.85 1.92 -0.37  -0.299
69 H -3.69 3.14 -0.49  0.313
70 C -1.84 1.35 2.81  0.102
71 O -1.69 2.09 3.96  -0.634
72 H -2.37 0.41 2.83  0.158
73 H -0.85 1.33 2.40  -0.162
74 H -2.44 1.87 2.17  0.315
75 H -1.28 1.50 4.61  0.332
76 C 1.90 -2.94 -3.02  -0.403
77 O 2.20 -3.62 -4.23  -0.546
78 H 1.15 -2.24 -3.14  0.077
79 H 2.74 -2.31 -2.72  0.368
80 H 1.49 -3.61 -2.30  0.238
81 H 1.55 -3.27 -4.79  0.305
82 C -0.55 -3.14 3.92  -0.692
83 O -1.38 -2.41 3.02  -0.452
84 H 0.43 -2.74 4.18  0.236
85 H -0.49 -4.20 3.60  0.154
86 H -1.18 -3.05 4.81  0.441
87 H -2.25 -2.39 3.48  0.250
88 C -4.28 -1.50 -0.34  -0.758
89 O -4.04 -1.43 1.06  -0.473
90 H -5.00 -2.24 -0.57  0.358
91 H -3.43 -1.82 -0.92  0.145
92 H -4.59 -0.55 -0.81  0.355
93 H -4.59 -0.78 1.45  0.295

Energy above the lowest of the compared OMol25 structures with the same formula, charge and spin, kJ/mol: 424.3
HOMO, eV: -8.7
LUMO, eV: 0.0

***

no.,frontier orbital gap (Ha)
1,0.270
2,0.347
3,0.366
4,0.180
5,0.321